# 1
Here is C23H35AlO3S3Si2Te as an isolated structure from the OMol25 dataset. Energies are from the ωB97M-V functional and the def2-TZVPD basis.

Each line ends with the Mulliken charge.
Cartesian coordinates (Å):
C 4.57 -4.92 -0.65  -0.371
H 3.67 -1.06 -3.66  0.312
H -7.23 0.99 -1.12  0.314
Si 1.87 -1.99 -2.19  0.346
H 2.71 0.52 6.40  0.341
H -2.07 4.54 -3.34  0.316
O -1.71 0.30 3.28  -0.727
C -1.75 1.95 -4.30  -1.726
H 0.75 -2.88 1.05  0.367
H 3.96 0.73 0.40  0.275
C 2.79 1.16 5.51  -1.180
C 4.73 -4.35 0.61  -0.567
C 0.42 -3.14 -2.69  -1.159
H -0.36 4.77 -3.76  0.303
C -5.19 0.82 -0.43  1.045
C 4.10 -3.14 0.92  -0.516
H -4.01 -0.07 2.64  0.435
C -1.05 4.51 -2.95  -1.631
H -1.02 2.38 5.44  0.242
C 2.65 -1.41 -3.83  -1.282
H 2.68 -2.19 -4.60  0.336
H -5.94 -0.48 1.11  0.333
H 2.08 -0.56 -4.23  0.267
H -2.34 1.05 -4.40  0.384
C 3.78 -4.29 -1.60  -0.561
C -3.12 1.95 0.09  -0.601
H -0.02 -1.37 1.54  0.333
C -4.08 0.43 1.69  -0.480
H -6.48 -0.58 -1.42  0.352
C 3.13 -3.08 -1.29  0.067
H 0.44 2.65 6.42  0.306
H 0.57 -3.66 -3.65  0.353
H 3.00 2.18 5.83  0.317
C -0.16 1.90 5.91  -1.064
C 3.32 0.19 1.11  -1.227
H -0.96 5.26 -2.17  0.407
H 0.24 -3.89 -1.92  0.328
H 3.65 -4.74 -2.58  0.313
S 0.18 3.24 -0.84  -0.428
H -6.03 0.82 -2.40  0.335
C 3.30 -2.49 -0.02  0.031
H -2.31 2.62 -0.20  0.670
S -1.60 1.37 2.32  1.377
Al 0.35 0.95 -0.28  0.358
S -0.89 0.41 -2.19  -0.283
H -2.38 2.82 -4.50  0.367
C -5.14 0.21 0.82  -0.641
C -4.18 1.71 -0.76  -0.926
O -0.50 1.10 1.34  0.196
H 5.05 -5.87 -0.87  0.348
C -0.72 3.15 -2.35  0.624
H 3.97 -0.37 1.80  0.251
H 4.24 -2.71 1.91  0.223
H 1.43 -1.91 2.37  0.237
H -0.97 1.92 -5.07  0.308
H -0.49 1.14 6.61  0.353
C -3.06 1.30 1.31  -0.287
H -4.20 2.21 -1.73  0.316
C -1.11 2.00 -2.93  0.354
H 3.62 0.80 4.90  0.272
H 2.77 0.95 1.68  0.144
C -6.29 0.50 -1.40  -1.504
H 5.33 -4.85 1.36  0.335
Te 0.99 1.07 4.31  0.616
H -0.50 -2.55 -2.79  0.271
Si 2.05 -0.90 0.13  0.748
O -1.49 2.69 2.89  -0.703
C 0.94 -1.86 1.39  -1.266

For the total energy, the calculation gives -92715.9674 eV. The calculation puts the lowest unoccupied orbital energy at 0.14510 Eh. The value obtained for the largest force on an atom is 1.1 eV/Å. The calculation puts the HOMO-LUMO gap at 3.871 eV. The energy relative to the best compared isomer or geometry (same formula, charge and spin) comes out at 163.1 kJ/mol. As for the total charge: -2.

---

# 2
Here is C23H35AsClF6N3O4 as an isolated structure from the OMol25 dataset. Energies are from the ωB97M-V functional and the def2-TZVPD basis.

Each line ends with the Mulliken charge.
Cartesian coordinates (Å):
H -0.35 -1.64 0.89  -0.113
As 5.50 1.21 5.63  1.993
C -3.98 -0.82 -1.08  1.204
H -0.96 1.66 2.71  0.487
F 4.99 -0.29 6.36  -0.496
C -3.24 -1.94 -1.86  -1.042
H -3.90 0.10 -1.68  -0.007
H -2.35 1.57 -3.46  0.307
C 2.59 -1.40 -0.90  -1.515
C -0.05 2.17 3.02  -0.102
F 7.16 0.68 5.68  -0.511
H 3.19 3.97 4.20  0.340
C -5.49 -1.17 -1.04  -1.743
C 0.13 1.08 -3.17  -0.976
H -0.74 2.47 5.02  0.398
C -0.40 -4.10 0.34  0.276
H -0.05 2.33 -6.11  0.353
H 3.03 -0.72 -1.64  0.438
H 1.34 -1.37 1.40  0.723
C -3.53 -0.66 0.38  -1.047
F 5.67 1.92 7.22  -0.495
H -5.63 -2.14 -0.55  0.390
C -2.12 -1.45 -2.80  -0.305
H -3.99 -2.43 -2.50  0.624
F 6.00 2.72 4.90  -0.494
H -4.09 0.16 0.84  0.427
N -1.35 2.61 -1.43  0.399
O 0.42 0.77 0.41  -0.245
H -2.52 -0.69 -3.48  0.318
H -0.57 0.70 -6.49  0.337
F 5.32 0.51 4.04  -0.510
H -6.04 -0.44 -0.43  0.418
O -2.38 3.13 -1.48  -0.368
H 1.75 -3.74 0.14  0.322
H 1.00 -1.61 -2.81  0.430
H -0.15 -5.10 -0.03  0.387
H -2.46 -0.43 0.51  -0.101
H 0.62 2.02 -2.89  0.721
C -0.54 0.44 -1.95  -0.103
N -0.94 -0.98 -1.98  1.507
H 1.56 0.73 -1.40  0.328
C 1.22 3.27 4.73  -0.339
F 3.84 1.75 5.57  -0.469
C 0.98 2.00 0.71  0.461
H 3.07 -1.23 0.06  0.444
H -1.27 -1.14 -1.01  -0.751
C 1.05 -1.21 -0.75  1.730
H 2.97 3.19 1.89  0.398
C 0.90 -3.36 0.72  -1.199
C 2.28 3.48 3.87  -0.717
H 0.17 -2.87 -1.97  0.563
H -0.97 -3.60 -0.44  -0.419
C -0.75 1.31 -4.41  0.710
C 0.68 0.35 -0.89  -0.813
H 1.07 -3.60 1.78  0.464
C 0.99 2.39 2.15  0.232
C 0.08 2.62 4.32  -0.792
C 0.70 -1.82 0.64  -0.233
C 0.30 -1.79 -1.98  -1.612
H -2.86 -2.72 -1.18  0.073
H 0.94 0.41 -3.48  0.456
H 1.03 1.03 -5.66  0.373
H -3.71 -1.61 0.90  0.385
H 2.80 -2.42 -1.24  0.454
H -5.94 -1.17 -2.04  0.439
H -1.81 -2.33 -3.36  0.455
C -0.03 1.29 -5.75  -1.384
O -1.52 1.19 -1.24  -0.382
O 1.43 2.75 -0.13  -0.558
C 2.14 3.03 2.58  -0.371
H 1.30 3.64 5.75  0.389
Cl -1.52 -4.24 1.74  -0.179
N -2.00 1.56 -4.43  -0.758

For the total energy, the calculation gives -126743.3047 eV. The calculation puts the lowest unoccupied orbital energy at -0.07069 Eh. The value obtained for the largest force on an atom is 4.9 eV/Å. The calculation puts the HOMO-LUMO gap at 7.464 eV. As for the total charge: 0.

---

# 3
Here is C23H35Ge2PbS4 as an isolated structure from the OMol25 dataset. Energies are from the ωB97M-V functional and the def2-TZVPD basis.

Each line ends with the Mulliken charge.
Cartesian coordinates (Å):
H -3.85 1.99 3.16  0.136
C -0.39 6.08 -0.39  -0.723
H -5.98 0.63 -1.08  0.432
H -2.82 4.19 4.43  0.379
C -0.57 4.91 0.34  0.126
C 2.70 -1.64 -1.93  -0.399
H -7.26 0.55 1.02  0.402
H -1.52 5.25 3.85  0.382
C -4.31 1.68 2.23  -0.181
H -2.81 5.62 -2.71  0.471
C 1.09 3.07 3.33  -1.091
S -1.04 1.24 -2.39  0.217
Ge -1.73 2.39 1.14  -0.441
H 1.33 3.91 2.68  0.384
H -1.34 4.39 5.39  0.433
S 1.73 2.34 -0.61  0.207
C 1.62 -2.70 -2.11  -0.892
H -2.30 -0.57 -3.16  0.449
H 4.77 0.10 -0.75  0.464
C -1.21 1.09 4.44  -1.040
Pb -0.02 0.27 -0.02  0.505
Ge -0.86 2.79 3.52  0.388
C -1.74 4.33 4.37  -1.083
H 0.68 -0.87 -3.88  0.350
H -1.07 7.25 -2.06  0.424
H 0.05 4.73 1.21  0.052
C 1.07 3.02 -2.18  -0.195
C -0.30 -1.25 -3.57  -0.535
H 1.72 -3.16 -3.10  0.451
S -0.10 -2.12 -1.97  -0.037
C -4.18 1.34 -0.14  0.289
H 4.02 2.36 -1.26  0.475
H -0.68 0.26 3.96  0.307
H -1.52 0.26 -4.50  0.503
C -1.55 3.98 -0.02  0.581
H -0.86 1.17 5.47  0.445
H 1.17 1.21 -3.37  0.279
H 1.72 -3.48 -1.36  0.451
H 0.35 3.78 -1.87  -0.352
C -2.17 5.42 -1.86  -0.816
H 3.10 1.23 -2.25  0.423
C 3.28 1.56 -1.23  -0.852
C -1.19 6.33 -1.49  -0.631
H 1.91 3.52 -2.66  0.711
C 0.46 2.00 -3.12  -0.871
C -2.35 4.25 -1.13  0.003
H 0.14 2.50 -4.03  0.575
H 2.56 -0.80 -2.61  0.153
H -3.62 1.35 -1.07  0.081
H 3.96 0.77 0.67  0.436
H 3.67 -2.10 -2.13  0.453
H 1.57 2.17 2.93  0.268
H 0.36 6.80 -0.08  0.457
C -5.63 1.26 2.23  -0.784
C -5.50 0.92 -0.15  -0.858
H 1.51 3.27 4.31  0.465
S 2.73 -1.03 -0.20  -0.036
H -0.62 -2.00 -4.30  0.472
C -1.35 -0.17 -3.51  -1.084
H -6.19 1.23 3.15  0.435
C -6.23 0.88 1.03  -0.484
H -2.27 0.86 4.46  0.384
C 3.81 0.44 -0.36  -0.789
H -3.15 3.57 -1.41  0.338
C -3.57 1.74 1.05  0.535

The multiplicity is 2. For the total energy, the calculation gives -186025.7491 eV. The calculation puts the lowest unoccupied orbital energy (spin up / spin down) at -0.21740 / -0.27773 Eh. The value obtained for the largest force on an atom is 1.4 eV/Å. The calculation puts the HOMO-LUMO gap (spin up / spin down) at 6.623 / 6.381 eV. As for the total charge: +2.